Here is C15H21N3O4S in the gas phase in a non-equilibrium geometry from OMol25. Energies are from ωB97M-V with the def2-TZVPD basis set.

Summary:
ΔE to the lowest compared entry with this formula, charge and spin = 22.5 kcal/mol
net charge = 0
E_HOMO = -8.718 eV
frontier orbital gap = 9.07 eV
strongest force on any atom = 1.1 eV/Å
structure (SMILES) = CCN(CC)S(=O)(=O)c1ccc2c(c1)nc(CCC(=O)O)n2C

Last column: Mulliken charge in e.
Positions of all 44 atoms, in Å:
C1 -1.63 -2.67 -0.32  -0.847
H1 -1.70 -2.79 -1.40  0.316
H2 -1.37 -3.63 0.12  0.401
C2 -2.95 -2.17 0.26  -0.645
N1 -3.35 -0.88 -0.23  0.354
S1 -3.08 0.46 0.70  1.229
O1 -3.19 0.08 2.08  -0.735
O2 -3.92 1.51 0.20  -0.701
C3 -1.38 0.88 0.35  0.406
C4 -0.38 0.33 1.12  -0.799
C5 0.93 0.61 0.77  0.616
N2 2.11 0.20 1.32  -0.760
C6 3.05 0.76 0.60  0.466
N3 2.56 1.54 -0.41  0.259
C7 1.20 1.45 -0.34  0.764
C8 0.18 2.01 -1.10  -1.328
C9 -1.11 1.71 -0.74  -0.687
H3 -1.95 2.12 -1.28  0.513
H4 0.39 2.66 -1.95  0.363
C10 3.30 2.28 -1.39  -1.199
H5 2.77 3.21 -1.61  0.381
H6 3.40 1.72 -2.32  0.337
H7 4.29 2.53 -1.01  0.391
C11 4.50 0.53 0.85  -1.230
C12 5.13 -0.38 -0.22  -0.317
H8 5.08 0.09 -1.20  0.314
H9 6.16 -0.59 0.04  0.375
C13 4.36 -1.69 -0.27  0.420
O3 4.67 -2.69 0.31  -0.568
O4 3.27 -1.59 -1.04  -0.398
H10 2.76 -2.41 -1.00  0.311
H11 4.59 0.05 1.83  0.376
H12 5.04 1.48 0.87  0.375
H13 -0.63 -0.29 1.97  0.546
C14 -3.92 -0.74 -1.55  -0.532
C15 -5.43 -0.98 -1.54  -1.192
H14 -5.83 -0.85 -2.54  0.406
H15 -5.90 -0.26 -0.87  0.288
H16 -5.66 -1.98 -1.19  0.310
H17 -3.43 -1.43 -2.24  0.379
H18 -3.72 0.28 -1.87  0.307
H19 -3.75 -2.90 0.05  0.305
H20 -2.87 -2.06 1.35  0.342
H21 -0.83 -1.96 -0.11  0.090